(1)
{"formula": "C38H30IrN4O2PSTe", "method": "wB97M-V/def2-TZVPD", "symbols": ["Ir", "C", "O", "C", "C", "C", "C", "C", "C", "N", "N", "C", "C", "C", "C", "O", "C", "N", "C", "C", "C", "C", "H", "H", "H", "H", "H", "H", "H", "H", "H", "H", "H", "H", "Te", "C", "C", "C", "C", "S", "H", "H", "H", "N", "P", "C", "C", "C", "C", "C", "C", "C", "C", "C", "C", "C", "C", "C", "C", "C", "C", "C", "C", "H", "H", "H", "H", "H", "H", "H", "H", "H", "H", "H", "H", "H", "H", "H"], "positions_angstrom": [[-0.52, 0.22, 0.45], [3.40, -8.47, 0.93], [3.43, -7.06, 1.16], [3.78, -6.25, 0.15], [3.98, -4.90, 0.48], [4.32, -4.00, -0.49], [4.47, -4.41, -1.82], [4.30, -5.76, -2.14], [3.94, -6.68, -1.18], [4.84, -3.57, -2.87], [4.80, -2.32, -2.79], [3.87, -1.51, -2.32], [4.30, -0.17, -2.03], [3.54, 0.70, -1.34], [2.22, 0.32, -0.90], [1.52, 1.03, -0.17], [1.68, -0.97, -1.39], [0.39, -1.21, -1.09], [-0.19, -2.31, -1.54], [0.50, -3.22, -2.34], [1.83, -3.00, -2.62], [2.46, -1.86, -2.11], [3.32, -8.93, 1.91], [4.32, -8.80, 0.45], [2.54, -8.74, 0.32], [3.86, -4.61, 1.51], [4.50, -2.96, -0.22], [4.45, -6.07, -3.17], [3.79, -7.71, -1.45], [5.31, 0.09, -2.32], [3.89, 1.69, -1.07], [-1.22, -2.46, -1.28], [-0.01, -4.09, -2.73], [2.37, -3.70, -3.25], [0.23, -0.87, 2.71], [-1.46, -0.87, 3.90], [-1.54, -1.43, 5.15], [-2.82, -1.29, 5.72], [-3.69, -0.62, 4.90], [-2.95, -0.17, 3.43], [-0.70, -1.91, 5.64], [-3.10, -1.66, 6.70], [-4.72, -0.38, 5.08], [-2.22, 1.07, 0.52], [-2.27, 2.62, 0.10], [-0.74, 3.50, 0.54], [-0.31, 3.39, 1.87], [0.87, 3.99, 2.27], [1.63, 4.71, 1.35], [1.20, 4.84, 0.04], [0.01, 4.24, -0.37], [-3.59, 3.48, 0.94], [-3.59, 4.88, 1.01], [-4.64, 5.53, 1.63], [-5.69, 4.80, 2.19], [-5.68, 3.41, 2.12], [-4.64, 2.75, 1.50], [-2.49, 2.88, -1.68], [-1.61, 2.25, -2.56], [-1.71, 2.45, -3.92], [-2.71, 3.28, -4.43], [-3.60, 3.90, -3.56], [-3.49, 3.70, -2.19], [-0.91, 2.83, 2.58], [1.19, 3.91, 3.30], [2.55, 5.17, 1.67], [1.79, 5.41, -0.67], [-0.32, 4.35, -1.39], [-2.77, 5.44, 0.59], [-4.65, 6.61, 1.69], [-6.51, 5.31, 2.67], [-6.50, 2.85, 2.56], [-4.61, 1.67, 1.44], [-0.84, 1.59, -2.16], [-1.02, 1.96, -4.60], [-2.79, 3.44, -5.49], [-4.38, 4.53, -3.96], [-4.20, 4.18, -1.52]], "lowdin_spin": [2.165, 0.002, 0.042, 0.065, -0.006, 0.049, 0.018, 0.065, -0.003, 0.294, 0.143, 0.122, 0.004, 0.054, 0.047, 0.155, 0.035, 0.072, 0.028, -0.002, 0.021, 0.018, 0.000, 0.000, 0.001, -0.002, 0.002, 0.002, -0.002, 0.000, 0.002, 0.002, 0.000, 0.002, 0.690, 0.070, 0.056, 0.004, 0.053, 0.008, 0.003, -0.001, 0.003, 0.498, 0.121, 0.020, 0.007, -0.001, 0.003, 0.000, 0.004, 0.013, 0.003, 0.001, 0.001, 0.000, 0.004, 0.013, 0.012, 0.001, 0.002, 0.000, 0.003, -0.001, 0.000, 0.000, 0.000, 0.000, 0.000, 0.000, 0.000, 0.000, 0.002, 0.011, 0.000, 0.000, 0.000, 0.000], "multiplicity": 6, "total_charge": 1, "homo_energy_ev": [-9.3, -10.3], "homo_lumo_gap_ev": [5.4858, 5.7899]}


(2)
{"formula": "C38H30N5P2PbS2Te", "method": "wB97M-V/def2-TZVPD", "symbols": ["Pb", "Te", "C", "C", "C", "N", "C", "C", "C", "P", "C", "C", "C", "C", "C", "C", "C", "C", "C", "C", "C", "C", "P", "C", "C", "C", "C", "C", "C", "C", "C", "C", "C", "C", "C", "H", "H", "H", "H", "H", "H", "H", "H", "H", "H", "H", "H", "H", "H", "H", "H", "H", "H", "H", "H", "H", "H", "H", "H", "S", "C", "C", "N", "C", "S", "C", "N", "C", "N", "C", "C", "N", "C", "H", "H", "H", "H", "H", "H"], "positions_angstrom": [[1.17, 2.53, -0.07], [-1.38, -1.45, 1.58], [-2.25, -2.99, 0.46], [-1.51, -3.73, -0.45], [-2.18, -4.69, -1.20], [-3.47, -4.96, -1.07], [-4.15, -4.26, -0.17], [-3.60, -3.26, 0.61], [-0.18, -0.76, -0.05], [-1.03, 0.38, -1.03], [-2.78, -0.03, -1.19], [-3.19, -1.15, -1.92], [-4.54, -1.40, -2.10], [-5.49, -0.54, -1.55], [-5.09, 0.58, -0.84], [-3.74, 0.84, -0.66], [-0.42, 0.56, -2.72], [-0.31, 1.84, -3.26], [0.09, 2.01, -4.58], [0.37, 0.90, -5.36], [0.24, -0.38, -4.84], [-0.17, -0.55, -3.53], [1.50, -0.60, 0.36], [2.03, -1.88, 1.50], [2.24, -1.53, 2.83], [2.65, -2.48, 3.75], [2.84, -3.79, 3.33], [2.64, -4.15, 2.00], [2.25, -3.19, 1.08], [2.61, -0.67, -1.06], [2.44, -1.62, -2.08], [3.35, -1.68, -3.12], [4.43, -0.82, -3.15], [4.62, 0.11, -2.14], [3.71, 0.18, -1.09], [-0.45, -3.58, -0.59], [-1.64, -5.29, -1.93], [-5.21, -4.50, -0.07], [-4.22, -2.70, 1.30], [-2.46, -1.82, -2.35], [-4.85, -2.27, -2.66], [-6.54, -0.75, -1.70], [-5.82, 1.25, -0.43], [-3.43, 1.72, -0.12], [-0.54, 2.71, -2.66], [0.17, 3.01, -4.98], [0.69, 1.03, -6.39], [0.44, -1.24, -5.46], [-0.29, -1.55, -3.13], [2.08, -0.50, 3.15], [2.82, -2.21, 4.78], [3.16, -4.54, 4.05], [2.80, -5.17, 1.68], [2.13, -3.47, 0.04], [1.60, -2.30, -2.05], [3.21, -2.41, -3.91], [5.14, -0.87, -3.97], [5.47, 0.78, -2.15], [3.87, 0.90, -0.30], [3.01, 3.62, 1.31], [2.28, 5.19, 1.60], [3.03, 6.01, 2.51], [3.64, 6.63, 3.26], [1.14, 5.66, 1.06], [0.08, 4.83, -0.06], [0.70, 6.99, 1.38], [0.31, 8.05, 1.62], [-0.09, 2.69, 5.69], [-0.37, 2.45, 4.28], [-1.61, 2.35, 3.70], [-1.38, 2.18, 2.37], [-0.03, 2.19, 2.13], [0.55, 2.35, 3.30], [-1.04, 2.73, 6.22], [0.43, 3.64, 5.82], [0.51, 1.88, 6.10], [-2.51, 2.41, 4.27], [-2.10, 2.09, 1.57], [1.61, 2.45, 3.47]], "lowdin_charge": [0.776, 1.369, -0.565, -0.128, -0.136, 0.081, -0.138, -0.130, -0.883, 0.924, -0.387, -0.093, -0.062, -0.053, -0.058, -0.094, -0.378, -0.120, -0.053, -0.051, -0.059, -0.105, 0.910, -0.414, -0.109, -0.060, -0.053, -0.054, -0.082, -0.383, -0.109, -0.059, -0.051, -0.052, -0.115, 0.082, 0.111, 0.115, 0.103, 0.099, 0.117, 0.114, 0.113, 0.092, 0.079, 0.116, 0.114, 0.114, 0.095, 0.096, 0.112, 0.114, 0.114, 0.099, 0.092, 0.114, 0.114, 0.117, 0.080, 0.517, -0.721, -0.279, 0.186, -0.726, 0.522, -0.276, 0.189, 0.014, -0.108, -0.038, -0.171, -0.080, -0.183, 0.096, 0.103, 0.096, 0.128, 0.077, 0.110], "total_charge": 1, "de_lowest_kj_mol": 81.46, "homo_energy_ev": -10.4, "homo_lumo_gap_ev": 5.3344}